DFT (wB97M-V/def2-TZVPD) results for a cluster of 2 separate species, C3H10N2OS in total at a distorted geometry.

The geometry in XYZ format:
```
17
Properties=species:S:1:pos:R:3:forces:R:3
C -1.887 2.065 0.112 1.2937 1.7112 0.1368
C -1.826 0.628 0.101 0.9786 -1.2875 -0.3275
N -0.733 -0.028 0.142 -1.6798 -1.0885 -0.3691
C -0.900 -1.502 0.017 4.6115 -1.4612 1.9698
H -0.906 2.334 -0.385 -0.7459 0.6287 1.4214
H -2.082 2.330 1.212 0.5737 0.4386 -1.7133
H -2.630 2.501 -0.571 -0.2143 -0.3801 0.5753
H -2.762 0.156 0.029 -1.2860 -1.1963 -0.0346
H -0.512 -2.050 1.043 -0.6577 1.5732 -2.3103
H -1.867 -1.908 -0.061 -1.4989 0.0733 -0.6483
H -0.150 -1.948 -0.782 -1.7208 1.1681 1.4345
N 3.307 -1.232 -0.153 1.1708 0.9708 -1.4340
S 3.052 0.392 0.215 -1.1692 -0.2446 0.3391
O 1.681 0.794 -0.614 -0.1454 0.3416 -0.0486
H 3.256 -1.961 0.516 -0.4053 -0.2636 1.0474
H 4.188 -1.304 -0.668 -0.6449 -0.2299 0.0226
H 0.771 0.734 -0.153 1.5398 -0.7538 -0.0613
```
Forces are in eV/Å.

* gap between HOMO and LUMO: 8.84 eV
* ΔE to the lowest compared entry with this formula, charge and spin: 3.082 eV
* LUMO level: 0.03427 Eh
* multiplicity: 1
* SMILES: C/C=N/C.NSO
* HOMO energy: -7.9061 eV
* maximum force: 5.22 eV/A

Mulliken charges in e: atom 1 (C): -0.8875, atom 2 (C): 0.0505, atom 3 (N): -0.3273, atom 4 (C): -0.8859, atom 5 (H): 0.1712, atom 6 (H): 0.2403, atom 7 (H): 0.3187, atom 8 (H): 0.3831, atom 9 (H): 0.2185, atom 10 (H): 0.3871, atom 11 (H): 0.2625, atom 12 (N): -0.4773, atom 13 (S): 0.0261, atom 14 (O): -0.4774, atom 15 (H): 0.2403, atom 16 (H): 0.2519, atom 17 (H): 0.5051